The following is a DFT calculation (wB97M-V/def2-TZVPD) of a molecular structure, C5H17GdN3OSi2.

Values from the calculation:
LUMO energy (spin up / spin down) (eV): -12.2 / -13.8
Gap between HOMO and LUMO (spin up / spin down) (Ha): 0.28193 / 0.20382
Energy (eV): -48536.345

```
! RIJCOSX wB97M-V def2-TZVPD def2/J DEFGRID3
* xyz 3 8
N -3.8221 1.9165 0.6617
C -3.0976 1.5627 -0.3653
N -2.8526 2.6014 -1.4095
N -2.5571 0.2255 -0.4228
C -1.2734 0.2355 0.3821
C -1.0023 -1.1156 1.1264
C 0.0802 -2.0449 0.4312
C 1.4995 -1.4350 0.7757
Si 2.8570 -1.8761 -0.5273
O 3.5368 -0.4605 -1.2088
Si 4.2848 0.6339 -0.0731
H -4.1163 2.8996 0.5583
H -2.2750 3.3550 -1.0271
H -2.4237 2.2241 -2.2673
H -2.3016 0.1027 -1.4052
H -1.3180 1.0468 1.1328
H -0.4038 0.4519 -0.2717
H -0.5485 -0.8464 2.1035
H -1.9210 -1.6869 1.3518
H 0.0564 -3.0416 0.9122
H -0.1110 -2.1773 -0.6491
H 1.3807 -0.3474 0.9473
H 1.8219 -1.8534 1.7542
H 2.3487 -2.8116 -1.5465
H 3.9347 -2.5813 0.2087
H 3.9846 2.0201 -0.4834
H 5.7256 0.4189 0.0726
H 3.6235 0.4356 1.2330
Gd -5.1106 2.1478 -1.9944
*
```